{
  "formula": "C9H40Ba2N2O9",
  "method": "ωB97M-V/def2-TZVPD",
  "species": ["H", "H", "C", "C", "O", "H", "H", "H", "H", "H", "Ba", "H", "H", "H", "N", "C", "H", "O", "H", "C", "H", "H", "C", "H", "C", "Ba", "H", "H", "H", "H", "H", "H", "H", "H", "O", "H", "H", "H", "H", "N", "O", "O", "O", "H", "H", "H", "O", "H", "H", "H", "C", "C", "H", "O", "H", "O", "H", "H", "H", "H", "C", "H"],
  "xyz": [[5.22375, 0.33531, -2.37696], [1.88312, -7.05206, -2.36340], [2.15126, -6.99520, -1.30843], [-0.13444, 1.25780, 0.62109], [6.16140, 0.35992, -2.58143], [-4.88997, -4.30015, -1.80350], [6.63308, -3.42430, 3.35653], [2.60314, -5.93701, 4.44149], [3.32662, 8.00878, -0.60298], [0.99809, -6.21001, 4.49997], [1.14385, 0.56474, 7.73190], [1.76405, -5.21266, 5.65798], [7.47097, 1.88537, -2.14900], [-3.30557, 1.78542, -5.22615], [-3.14870, 4.33203, 4.42677], [6.58633, 1.70003, -2.75823], [1.76493, -6.01303, -1.03605], [0.30088, -0.56200, 2.50436], [6.92190, 1.84524, -3.78507], [7.21612, -4.34497, 3.37947], [1.69978, -0.02427, 1.01003], [-5.09837, -2.96988, -2.95284], [0.63112, -0.10535, 1.20873], [1.64940, -7.76513, -0.72238], [-4.29971, 2.22673, -5.15518], [-4.50404, -1.60955, 3.57988], [-9.17874, 3.35144, -2.76836], [-3.48146, -3.57040, -2.26159], [4.08162, 7.17262, -3.23348], [-7.65636, 3.76895, -1.09651], [-2.34488, 4.82171, 4.79308], [2.83225, 6.53369, -1.17706], [5.90281, 2.54277, -2.65483], [3.69367, -6.96367, -0.15633], [-4.86448, -2.27787, -1.21439], [2.19943, 7.90214, -2.07346], [6.91303, -6.25204, 3.41160], [0.17976, 1.39565, -0.41350], [-3.01286, 3.96637, 3.49514], [1.71628, -5.52857, 4.69985], [6.32737, -5.49358, 3.35388], [3.47166, -7.10264, -1.07991], [-8.56005, 3.92503, -0.81266], [-10.31988, 3.59198, -1.50876], [0.30132, 2.08097, 1.18732], [-4.93012, 1.37180, -4.91070], [-1.55492, 1.32866, 0.63567], [-3.68393, 2.63961, -3.31583], [-9.59115, 5.04347, -2.25327], [-4.66410, 2.74948, -6.03952], [-4.52683, -3.31333, -2.09059], [-9.41141, 4.01614, -1.93642], [0.34784, -0.91165, 0.53217], [-4.16162, 3.09882, -4.01048], [7.93002, -4.45559, 4.19569], [4.27779, 7.55335, -2.37431], [-3.31817, 3.53560, 5.02434], [7.93741, -4.43061, 2.56675], [1.54287, -4.64970, 4.23336], [-4.02137, 4.84006, 4.40554], [3.07888, 7.52802, -1.54934], [-4.20065, -1.58454, -1.19957]],
  "total_charge": 4,
  "lumo_energy_ev": -12.168,
  "total_energy_ev": -32723.8123,
  "e_above_lowest_kj_mol": 935.9,
  "spin_multiplicity": 1,
  "homo_lumo_gap_ev": 2.64
}

{
  "formula": "C9H4N4",
  "method": "ωB97M-V/def2-TZVPD",
  "species": ["H", "C", "C", "H", "C", "N", "C", "C", "N", "H", "H", "N", "C", "C", "N", "C", "C"],
  "xyz": [[-1.61188, -1.15248, -0.19070], [3.03287, 1.05193, 0.33168], [1.63915, -0.85395, 0.20413], [0.19550, -2.47207, 0.34904], [-0.70172, 0.71488, -0.15827], [3.88030, 0.26964, 1.07858], [0.52219, 1.38606, -0.02683], [4.32734, 1.38670, 0.04536], [4.98146, -0.76540, -0.58310], [-1.47107, 1.37872, -0.39005], [0.47963, 2.40930, -0.09038], [5.03391, 0.45104, -0.85949], [1.67643, 0.64215, 0.16286], [-0.73802, -0.69096, -0.04939], [2.77885, -1.57762, 0.08503], [3.89077, -0.93488, 0.30126], [0.38485, -1.47222, 0.27902]],
  "lumo_energy_ev": -1.948,
  "total_energy_ev": -15349.7917,
  "smiles": "c1ccc2c3n4c-3nnc4nc2c1",
  "e_above_lowest_kj_mol": 328.7,
  "spin_multiplicity": 1,
  "homo_lumo_gap_ev": 6.69
}

{
  "formula": "C9H52NO18",
  "method": "ωB97M-V/def2-TZVPD",
  "species": ["H", "O", "H", "H", "H", "O", "C", "H", "H", "H", "H", "O", "C", "O", "H", "H", "O", "H", "H", "O", "C", "H", "H", "H", "H", "H", "H", "H", "H", "C", "H", "H", "H", "C", "H", "O", "O", "O", "H", "O", "C", "H", "H", "H", "O", "H", "C", "O", "H", "H", "H", "N", "C", "H", "H", "H", "H", "O", "H", "H", "H", "H", "H", "H", "H", "H", "H", "H", "O", "H", "H", "H", "H", "O", "O", "C", "O", "O", "H", "H"],
  "xyz": [[4.83312, -0.09179, 3.94591], [1.28940, 2.52993, -1.39195], [-3.93073, -1.19334, -1.37777], [-1.26814, -1.17789, -4.25625], [-2.49552, -0.01998, 1.24825], [-4.00306, 5.00163, -0.49510], [1.49926, 0.28221, 2.01829], [0.39200, -2.01582, -1.88763], [-2.46025, -0.95249, -1.65543], [1.00835, 3.10115, -0.67725], [1.93370, 0.16883, -5.57121], [-1.34129, -5.32952, 0.46461], [-0.82071, 1.26328, 0.91908], [-4.23338, -0.92593, 3.78209], [2.34671, -1.23833, 0.98626], [-0.68078, -5.81268, -0.03298], [1.96111, -0.31673, -4.74627], [3.64881, -3.52597, 1.76757], [1.23763, -0.33829, -2.17864], [-0.60008, -0.49385, -4.19910], [0.49944, 1.48116, 1.74074], [-1.87788, 7.47694, 1.84441], [-1.24197, -0.35523, 2.36294], [1.91396, -1.78816, -1.41303], [-1.35472, 3.18508, 1.68128], [2.69203, 1.79446, -2.44816], [3.16401, 0.89749, -3.56775], [-2.90919, 1.34573, -1.37236], [2.35577, -4.10663, 1.23278], [0.48918, -0.68685, -0.12615], [1.07840, -0.39389, 2.76312], [-3.95316, -0.48808, 4.58623], [4.12553, -1.96405, -1.65391], [-0.16768, -1.94786, 0.50961], [0.57942, -3.19328, 4.22188], [5.16252, 0.66451, 3.45928], [0.37020, -3.94741, -4.07753], [-1.14603, 0.64855, -1.50900], [2.44282, 0.47131, 2.53103], [3.47197, 1.56670, -2.95574], [1.75961, -0.36756, 0.69090], [5.09425, 0.40662, 2.53935], [-0.19573, -1.89807, 1.59818], [-1.00507, -1.63052, 4.35458], [-2.03321, 6.64415, 2.29114], [-2.18750, 1.19123, 2.54009], [1.01081, -1.18945, -1.53740], [4.57641, -1.64192, -2.43482], [1.04245, -0.38392, -4.47385], [-2.39818, 2.63476, 0.35489], [0.28241, -3.19284, -3.49400], [-0.41293, 0.51311, -0.25929], [-1.73592, 0.47304, 1.85555], [1.57537, -2.50396, 3.31233], [0.99706, 2.42575, 1.51896], [-1.18057, -2.01627, 0.11245], [0.36003, -2.86928, 0.26180], [1.21494, -2.47742, 4.19968], [-3.42508, -1.27543, 3.40490], [1.12368, -3.73688, -4.63007], [-0.63134, 3.10079, 0.02758], [2.43820, 0.19125, 0.04568], [-1.30238, 2.03206, -3.82925], [-1.24792, 6.12565, 2.11263], [-4.38309, 5.53289, 0.20525], [-0.70212, -0.13090, -3.31642], [-0.44041, 3.22671, -3.47657], [-3.59557, 2.60010, -1.87691], [-3.76833, 1.69343, -1.62145], [-0.89361, -5.07160, 1.27103], [0.75054, 1.74057, -1.29917], [4.10850, -0.83882, -2.66779], [-1.64525, -2.98590, 4.57584], [-0.62996, 2.61301, -4.18703], [-1.63985, -2.23982, 3.97531], [-1.36986, 2.68549, 0.71258], [-3.22760, -1.42350, -1.98577], [2.82292, -3.92154, 2.04835], [0.10136, 1.77379, 2.71359], [-3.21779, 4.61628, -0.10498]],
  "total_charge": -1,
  "lumo_energy_ev": 1.590,
  "total_energy_ev": -48522.0762,
  "e_above_lowest_kj_mol": 226.1,
  "spin_multiplicity": 1,
  "homo_lumo_gap_ev": 5.53
}

{
  "formula": "C9H5Cl2I2O2ReS3",
  "method": "ωB97M-V/def2-TZVPD",
  "species": ["C", "O", "Cl", "S", "I", "S", "C", "Re", "C", "C", "S", "Cl", "H", "H", "C", "C", "H", "O", "C", "C", "I", "H", "C", "H"],
  "xyz": [[-0.78202, -0.59049, -1.36560], [0.56486, 0.02112, 1.11204], [-0.40455, 1.55238, 3.33401], [3.56514, -2.49021, 0.93958], [3.55683, 0.86663, -0.50527], [2.82147, -5.25858, 1.91380], [-1.40407, 0.07718, -0.26454], [1.84740, -1.21678, 0.10047], [-3.35981, 1.15348, 0.67881], [-0.64622, 0.37212, 0.92414], [0.86434, -3.29496, 0.72744], [-5.01035, 1.59049, 0.58049], [1.79964, 2.40424, -1.89799], [-3.09892, 2.04451, 2.62515], [-2.74591, 0.47781, -0.36013], [-1.30827, 1.13205, 1.94646], [-3.30016, 0.24452, -1.25571], [0.38910, -0.99052, -1.42927], [2.42787, -3.80901, 1.27349], [-2.62791, 1.49286, 1.82715], [2.13982, 0.52532, -3.79974], [-1.40590, -0.74243, -2.25423], [2.68294, 1.87384, -2.23996], [3.43466, 2.56444, -2.61058]],
  "total_charge": 1,
  "lumo_energy_ev": [-6.737, -5.903],
  "total_energy_ev": -89382.8467,
  "e_above_lowest_kj_mol": 94.1,
  "s2": 0.84,
  "spin_multiplicity": 2,
  "homo_lumo_gap_ev": [4.96, 5.98]
}

{
  "formula": "C9H5Cl4NO2",
  "method": "ωB97M-V/def2-TZVPD",
  "species": ["C", "C", "C", "O", "C", "Cl", "N", "Cl", "C", "Cl", "H", "C", "H", "H", "O", "C", "C", "Cl", "H", "C", "H"],
  "xyz": [[-0.31460, 0.05986, -0.10098], [-2.27483, -0.87439, 0.97091], [-2.98069, 0.34817, 0.80326], [2.34022, 0.93072, 1.24664], [1.08753, -0.05789, -0.60569], [0.27597, 0.89164, -3.33406], [2.94092, -1.10042, 0.78013], [3.10498, 1.03899, -2.28483], [-0.95152, -1.00812, 0.53851], [-4.71301, 0.42843, 1.23471], [-0.48167, 2.19046, -0.61476], [-2.29825, 1.43765, 0.26218], [-2.83144, 2.37513, 0.20306], [3.34277, -1.09612, 1.70180], [1.31426, -1.00259, -1.65247], [1.46585, 0.33120, -2.09271], [-0.96912, 1.30958, -0.20666], [-0.07000, -2.51535, 0.81636], [-2.76988, -1.67146, 1.44498], [2.17850, -0.00239, 0.48233], [2.60401, -2.01308, 0.40727]],
  "lumo_energy_ev": 0.194,
  "total_energy_ev": -65087.9335,
  "smiles": "NC(=O)[C@]1(c2ccc(Cl)cc2Cl)OC1(Cl)Cl",
  "e_above_lowest_kj_mol": 0.0,
  "spin_multiplicity": 1,
  "homo_lumo_gap_ev": 9.96
}